The following is a quantum chemistry calculation of a cluster of 3 separate species, C20H41BrF3N4O in total, from OMol25.

Geometry as XYZ:
```
70
Properties=species:S:1:pos:R:3:forces:R:3:mulliken_charge:R:1
C 0.359 -6.616 0.990 -0.1 0.6 -0.7 -1.2095
C 1.294 -5.481 0.425 -0.4 -0.3 1.4 0.1282
Br 0.708 -4.913 -1.357 0.5 -0.2 0.4 -0.1250
C 1.269 -4.207 1.394 0.9 -0.4 -0.6 -0.7555
C 2.716 -3.709 1.602 -0.4 -2.1 1.5 0.2273
C 3.627 -4.495 2.365 -1.5 3.7 -2.6 -0.4938
N 4.789 -3.721 2.269 1.1 -2.2 0.9 0.1502
C 5.979 -4.310 2.949 0.9 1.4 1.7 -0.5909
O 5.949 -5.726 2.965 0.5 1.2 -1.3 -0.3200
C 6.492 -6.284 1.827 -0.3 -2.3 -0.8 0.9007
F 5.888 -7.494 1.674 0.5 1.2 0.3 -0.2519
F 6.249 -5.580 0.693 0.2 0.0 1.0 -0.2389
F 7.812 -6.512 1.906 -1.0 0.7 0.2 -0.2326
C 4.671 -2.593 1.566 -1.5 -0.9 0.0 -0.0439
N 3.358 -2.576 1.155 1.0 -0.4 0.4 0.0540
H -0.589 -6.143 1.344 0.7 -0.5 -0.1 0.3508
H 0.087 -7.339 0.186 0.3 0.5 0.6 0.3950
H 0.887 -7.172 1.798 -0.5 0.5 -0.4 0.3111
H 2.328 -5.889 0.436 -0.7 0.4 -0.7 0.3488
H 0.606 -3.422 0.975 0.3 -0.5 0.6 0.2332
H 0.922 -4.603 2.380 0.1 0.7 -0.7 0.3651
H 3.438 -5.449 2.875 0.7 0.8 -0.3 0.5136
H 5.899 -3.990 4.019 0.1 -0.5 -0.9 0.3035
H 6.937 -3.876 2.580 -0.8 -0.5 -0.2 0.4033
H 5.468 -1.859 1.373 -0.7 -0.5 0.1 0.4362
H 2.934 -1.842 0.585 0.1 -0.2 0.1 0.1231
C -0.434 -0.792 -0.205 0.0 0.1 0.0 -1.3847
C 0.380 0.403 0.273 -0.2 0.0 -0.1 -0.5178
N 1.389 0.848 -0.677 0.5 -0.2 0.1 0.1406
C 2.311 1.830 -0.111 0.1 0.0 0.1 -0.6121
C 1.744 3.189 0.304 0.1 0.2 0.1 -1.0276
C 0.912 1.149 -2.022 -0.2 -0.2 -0.3 -0.9324
C -0.164 2.227 -2.170 0.0 0.1 -0.1 -0.6482
H 0.213 -1.640 -0.441 0.0 0.0 -0.2 0.2232
H -1.126 -1.103 0.581 0.0 0.0 0.0 0.4630
H -1.034 -0.558 -1.085 0.0 -0.1 0.0 0.2911
H 0.885 0.100 1.198 0.1 0.2 0.0 0.5837
H -0.312 1.210 0.547 -0.1 0.0 0.1 0.2630
H 3.133 1.992 -0.815 -0.1 -0.1 -0.1 0.4371
H 2.782 1.377 0.770 -0.1 -0.1 0.0 0.2770
H 1.556 3.830 -0.555 -0.1 0.0 0.0 0.2358
H 2.471 3.711 0.931 0.0 0.0 0.0 0.4178
H 0.824 3.099 0.884 0.0 0.0 0.0 0.2685
H 0.531 0.224 -2.463 0.0 0.0 0.1 0.3910
H 1.765 1.412 -2.655 0.1 0.0 0.2 0.4050
H -0.940 2.151 -1.405 0.0 0.0 0.0 0.0484
H -0.655 2.126 -3.141 0.0 0.0 0.0 0.4575
H 0.262 3.228 -2.133 -0.1 0.0 0.1 0.2430
C -4.395 2.194 -2.382 0.1 0.0 0.0 -1.3048
C -5.363 3.243 -1.855 0.1 0.0 -0.1 -0.3481
N -4.962 3.831 -0.586 -0.1 0.0 0.3 0.0919
C -6.006 4.651 0.019 -0.2 -0.1 0.1 -0.6710
C -6.437 5.921 -0.717 -0.1 0.2 0.1 -0.9621
C -3.624 4.404 -0.543 0.2 -0.2 -0.1 -0.2620
C -3.294 5.527 -1.530 0.1 0.1 0.0 -1.0944
H -4.258 1.385 -1.661 0.0 0.1 0.0 0.2969
H -4.789 1.760 -3.304 0.0 0.0 0.0 0.4689
H -3.418 2.621 -2.619 0.0 0.0 0.0 0.1899
H -6.330 2.749 -1.718 0.0 0.2 0.1 0.4440
H -5.510 4.006 -2.632 0.0 0.0 -0.1 0.2431
H -5.704 4.919 1.037 0.2 0.0 -0.1 0.3426
H -6.891 4.018 0.149 0.1 -0.1 -0.1 0.4105
H -5.711 6.725 -0.599 0.0 0.0 -0.1 0.2289
H -7.378 6.285 -0.295 0.0 0.0 0.0 0.3916
H -6.606 5.752 -1.781 0.0 0.0 0.0 0.2772
H -2.903 3.594 -0.695 -0.1 0.0 -0.1 -0.0647
H -3.417 4.755 0.473 -0.2 0.0 0.0 0.3228
H -3.685 5.332 -2.531 0.0 0.0 0.0 0.2389
H -2.210 5.633 -1.620 0.0 0.0 0.0 0.4130
H -3.679 6.487 -1.190 0.0 0.0 -0.1 0.3417
```
Positions in Å, forces in eV/Å.

Values from the calculation:
Total charge ... +1
LUMO level ... -3.26 eV
Strongest force on any atom ... 4.7 eV/Å
2S+1 ... 1


The following is a quantum chemistry calculation of a structure of composition C20H41MgN2OP2S, from OMol25.

Geometry as XYZ:
```
68
Properties=species:S:1:pos:R:3:forces:R:3:mulliken_charge:R:1
Mg -1.045 -0.031 0.233 -0.2 -0.1 0.2 1.7998
P -0.085 -2.372 -0.394 -0.9 -1.1 0.7 0.2946
P -0.101 2.382 -0.144 -0.9 1.0 0.7 0.1236
N -0.283 0.147 -3.000 1.4 0.0 1.5 -0.1918
C -0.054 -2.326 -2.233 0.0 -0.5 -0.2 -0.8932
H 0.580 -3.186 -2.515 -0.4 0.1 -0.2 0.4193
H -1.082 -2.506 -2.600 0.5 0.1 0.1 0.5368
C 0.562 -1.102 -2.919 0.0 0.5 -0.8 -0.9524
H 1.534 -0.844 -2.449 -0.5 -0.3 -0.4 0.2690
H 0.750 -1.403 -3.978 0.3 0.0 0.8 0.5369
C 0.558 1.388 -2.784 0.0 -0.5 -0.9 -0.9455
H 0.753 1.801 -3.804 0.2 -0.2 0.8 0.5344
H 1.528 1.086 -2.336 -0.5 0.3 -0.3 0.2554
C -0.070 2.529 -1.980 0.0 0.6 0.0 -0.8798
H -1.103 2.732 -2.324 0.5 -0.1 0.1 0.5379
H 0.550 3.423 -2.171 -0.4 -0.2 -0.2 0.4166
C 1.389 3.319 0.481 0.2 -0.5 -0.3 0.4241
C 1.730 3.012 1.948 0.0 0.0 0.1 -1.1598
H 2.628 3.587 2.218 -0.2 -0.2 0.0 0.4769
H 1.955 1.953 2.110 -0.1 0.1 0.0 0.0881
H 0.927 3.311 2.634 0.2 -0.1 -0.2 0.2089
C -1.586 3.378 0.399 -0.1 -0.2 -0.4 0.6533
C -1.658 3.610 1.913 -0.1 0.1 0.0 -1.3919
H -2.622 4.088 2.144 0.3 -0.1 -0.1 0.5115
H -0.870 4.293 2.266 -0.3 -0.2 -0.1 0.2335
H -1.615 2.674 2.482 0.1 0.2 -0.1 0.0909
C -1.580 -3.404 0.047 -0.1 0.2 -0.4 0.6474
C -1.654 -3.791 1.530 -0.1 -0.1 0.0 -1.4210
H -2.620 -4.288 1.710 0.3 0.2 0.0 0.5170
H -1.610 -2.917 2.191 0.1 -0.2 -0.1 0.0873
H -0.869 -4.507 1.812 -0.3 0.2 -0.1 0.2338
C 1.401 -3.371 0.141 0.1 0.5 -0.3 0.4205
C 1.740 -3.211 1.631 0.0 0.0 0.0 -1.1573
H 2.634 -3.815 1.843 -0.2 0.2 0.0 0.4803
H 0.934 -3.573 2.283 0.3 0.2 -0.2 0.2057
H 1.970 -2.174 1.895 -0.1 -0.1 0.0 0.0889
C 1.168 -0.015 0.119 4.9 0.0 0.8 -0.3990
O 2.323 -0.018 0.263 -3.5 0.0 -0.5 -0.3547
C -1.794 4.686 -0.367 -0.3 0.2 0.2 -1.4387
H -1.046 5.439 -0.089 -0.3 -0.2 -0.2 0.2406
H -1.776 4.549 -1.451 0.0 0.1 0.2 0.3188
H -2.777 5.089 -0.091 0.2 0.0 -0.2 0.4715
C -1.787 -4.632 -0.844 -0.2 -0.2 0.2 -1.4208
H -2.771 -5.060 -0.612 0.2 0.0 -0.2 0.4699
H -1.764 -4.390 -1.910 0.0 -0.1 0.1 0.3205
H -1.039 -5.407 -0.637 -0.3 0.2 -0.1 0.2348
C 1.375 -4.856 -0.229 0.3 -0.1 0.0 -1.7159
H 2.385 -5.256 -0.063 -0.2 0.0 -0.1 0.4916
H 0.695 -5.424 0.422 0.2 0.2 -0.3 0.2835
H 1.119 -5.033 -1.279 0.0 0.0 0.2 0.3321
C 1.367 4.833 0.262 0.3 0.1 0.0 -1.7027
H 0.689 5.335 0.966 0.2 -0.2 -0.3 0.2866
H 2.377 5.214 0.465 -0.2 0.0 -0.1 0.4896
H 1.110 5.115 -0.764 0.0 0.0 0.2 0.3313
H 2.193 2.886 -0.140 0.0 0.2 0.1 0.4691
H 2.206 -2.879 -0.434 0.0 -0.2 0.1 0.4715
H -2.401 2.671 0.141 0.1 0.4 0.0 0.3287
H -2.386 -2.666 -0.136 0.1 -0.4 0.0 0.2693
H -0.564 0.198 -3.966 -0.6 0.0 0.0 0.3576
H -2.785 -0.202 0.501 0.2 0.0 -1.9 -0.1536
S -2.698 -0.183 4.329 1.6 0.0 0.0 -0.0998
C -0.979 -0.238 4.740 -0.2 0.1 -1.9 -0.3614
C -0.244 -0.187 3.567 -1.0 0.0 0.5 -0.8119
N -1.007 -0.102 2.406 -0.9 0.0 0.1 0.6065
C -2.312 -0.090 2.652 0.3 0.0 2.3 -0.2792
H -0.573 -0.299 5.736 -0.2 0.0 0.1 0.4432
H 0.852 -0.203 3.488 -0.7 0.0 0.1 0.2162
H -3.115 -0.022 1.897 0.8 -0.1 0.6 0.2053
```
Positions in Å, forces in eV/Å.

Values from the calculation:
Total charge ... +1
LUMO level ... -2.65 eV
Strongest force on any atom ... 5.0 eV/Å
2S+1 ... 1


The following is a quantum chemistry calculation of a structure of composition C20H41N2P3SeY, from OMol25.

Geometry as XYZ:
```
68
Properties=species:S:1:pos:R:3:forces:R:3:mulliken_charge:R:1
Y 0.683 -1.398 0.284 -0.2 3.0 -0.2 0.5029
P 3.185 -0.367 0.306 -0.1 -0.2 -0.1 1.0590
P 0.831 2.487 0.867 -0.4 0.9 0.6 1.0459
P 0.238 0.637 -2.024 -0.4 0.0 -1.3 0.9664
H -1.812 -5.064 0.386 -1.0 0.7 -0.2 0.3099
C -1.337 -4.556 -0.447 0.8 0.3 -0.2 -0.4830
C -0.734 -3.353 -0.414 0.1 1.1 0.6 0.1560
H -1.198 -2.434 0.173 0.3 -2.4 -0.5 -0.1090
C 3.973 -1.083 1.781 0.1 -0.1 0.0 -1.3750
C 4.165 1.082 -0.090 0.2 0.3 -0.2 -1.2788
C 3.600 -1.582 -1.022 0.1 0.2 0.1 -1.3847
C -0.626 3.557 1.259 -0.3 -0.3 -0.1 -1.4827
C 1.689 2.851 2.461 0.1 -0.3 0.0 -1.4664
C 1.704 3.759 -0.126 0.3 -0.1 -0.3 -1.5507
C -0.435 -0.487 -3.324 0.2 0.0 0.4 -1.3460
C 1.677 1.313 -2.945 0.3 -0.2 0.2 -1.2607
C -0.932 2.044 -2.362 -0.2 0.1 0.7 -0.9352
H -1.248 -5.133 -1.359 0.7 -0.5 0.2 0.2787
H 0.217 -3.187 -1.053 -1.9 -0.1 -0.3 0.2626
H 3.304 -1.739 2.350 0.2 0.0 -0.1 0.3941
H 4.291 -0.267 2.441 0.1 -0.2 -0.1 0.4002
H 4.839 -1.656 1.436 0.1 0.1 0.4 0.4654
H 4.040 1.857 0.677 0.1 -0.2 -0.2 0.3279
H 3.890 1.502 -1.066 0.1 -0.2 0.3 0.2890
H 5.210 0.743 -0.112 -0.1 0.3 0.0 0.5698
H 2.938 -2.477 -1.022 0.4 0.1 0.0 0.5919
H 4.630 -1.881 -0.797 -0.2 -0.4 -0.4 0.4771
H 3.555 -1.118 -2.019 0.0 -0.2 0.4 0.3155
H -0.232 4.540 1.564 -0.3 -0.3 -0.1 0.5012
H -1.205 3.125 2.090 0.1 0.2 -0.3 0.3881
H -1.279 3.681 0.381 0.1 0.0 0.3 0.3724
H 1.780 3.939 2.544 0.1 -0.2 0.2 0.5498
H 2.693 2.412 2.476 -0.1 0.1 0.2 0.3357
H 1.093 2.474 3.303 0.2 0.1 -0.1 0.3631
H 1.717 4.683 0.460 0.0 -0.1 -0.2 0.5574
H 1.196 3.962 -1.074 0.1 0.0 0.1 0.4179
H 2.737 3.457 -0.322 -0.1 0.2 -0.1 0.3358
H -0.596 0.094 -4.236 0.0 -0.3 0.1 0.5129
H -1.374 -0.938 -2.990 0.0 0.1 -0.1 0.3830
H 0.280 -1.287 -3.510 0.0 -0.1 -0.2 0.4330
H 1.395 1.432 -3.997 0.0 0.0 0.2 0.4863
H 2.526 0.626 -2.895 0.0 0.1 -0.1 0.2831
H 1.989 2.292 -2.564 -0.1 -0.2 0.0 0.2941
H -1.125 2.072 -3.443 0.2 -0.1 0.3 0.5112
H -0.515 3.014 -2.062 -0.1 -0.3 0.0 0.2615
H -1.888 1.900 -1.846 0.3 0.2 -0.2 0.1296
C -4.067 -0.797 -0.271 -0.8 0.3 -0.1 0.2666
C -4.182 -2.122 0.193 -0.2 0.9 -1.0 -0.3867
C -4.881 -3.040 -0.638 0.5 0.2 0.8 -0.4531
C -5.523 -2.582 -1.786 0.2 0.5 -0.2 -0.5727
C -5.603 -1.203 -2.093 0.7 -0.9 0.1 -0.5615
C -4.801 -0.325 -1.380 -0.1 0.1 0.3 -0.3653
Se -2.851 0.636 0.406 -0.2 -1.7 0.3 0.0093
H -2.115 0.166 -0.753 0.7 0.4 -0.2 -0.2872
H -3.765 -2.383 1.162 0.0 -0.2 -0.2 0.5288
H -4.904 -4.105 -0.330 -0.1 0.8 -0.4 0.4747
H -5.894 -3.287 -2.518 -0.5 -0.1 0.3 0.4316
H -6.184 -0.853 -2.943 0.1 -0.1 0.2 0.4015
H -4.749 0.737 -1.678 -0.1 -0.7 0.3 0.3581
N 1.062 -0.342 3.436 0.5 0.0 -0.4 0.1369
C 0.494 -0.375 4.647 -0.5 -0.5 -1.5 -0.1288
C -0.746 -0.964 4.439 -0.1 0.1 1.0 -0.8946
C -0.851 -1.222 3.097 0.4 0.1 0.1 -0.4791
N 0.279 -0.869 2.452 0.1 0.3 0.8 0.1020
H 1.907 0.135 3.178 0.2 0.0 0.0 0.0383
H 1.001 0.012 5.502 0.1 0.1 0.4 0.5372
H -1.460 -1.168 5.205 -0.4 0.0 0.2 0.4825
H -1.692 -1.579 2.552 -0.5 -0.4 -0.2 0.5052
```
Positions in Å, forces in eV/Å.

Values from the calculation:
Total charge ... +3
LUMO level ... -10.40 eV
Strongest force on any atom ... 3.0 eV/Å
2S+1 ... 1


The following is a quantum chemistry calculation of a cluster of 6 separate species, C20H41N4O20S5 in total, from OMol25.

Geometry as XYZ:
```
90
Properties=species:S:1:pos:R:3:forces:R:3:mulliken_charge:R:1
C -3.092 3.383 0.176 -0.5 0.0 -0.2 -0.7605
C -3.973 2.293 0.441 1.5 0.2 0.0 -0.0398
N -4.795 1.583 -0.544 -0.7 -0.3 2.5 0.1717
C -5.234 0.276 -0.066 -2.7 2.2 0.9 -0.2471
N -4.514 -0.860 -0.028 0.1 -0.3 -0.1 -0.2070
N -6.602 0.361 0.324 2.3 -0.1 -3.3 0.3025
C -7.521 -0.698 -0.159 0.1 -2.3 -0.1 -0.5176
C -7.410 -1.034 -1.700 -0.9 -0.4 0.0 -0.9423
C -7.000 1.784 0.144 -0.3 2.2 1.5 0.2531
C -8.521 2.214 0.172 -0.1 0.7 -1.0 -1.1239
C -9.078 2.719 -1.246 -0.5 0.5 0.9 -0.1337
C -10.664 2.683 -1.291 0.6 0.2 -0.5 -1.2507
C -6.061 2.226 -1.026 -2.1 -0.7 -0.5 -0.4054
N -6.061 3.605 -1.485 0.7 -1.5 0.6 -0.4092
H -1.952 3.271 0.076 -1.5 0.4 2.3 0.1611
H -3.497 4.428 0.053 0.4 -1.3 -1.8 0.1984
H -4.082 1.953 1.515 1.5 -1.1 -1.4 0.3971
H -3.705 -0.990 0.575 -0.1 0.5 -0.6 0.2495
H -4.743 -1.649 -0.633 -0.3 0.4 0.6 0.2305
H -8.598 -0.521 0.073 1.1 0.3 0.1 0.3209
H -7.237 -1.644 0.396 -0.3 1.1 -0.5 0.3735
H -8.043 -0.346 -2.335 1.0 -0.5 0.7 0.2412
H -6.362 -1.123 -2.090 -0.9 0.3 0.4 0.2962
H -7.877 -2.057 -1.834 0.5 1.1 0.2 0.3604
H -6.604 2.281 1.087 -0.1 -0.5 -1.0 0.1288
H -8.573 3.129 0.835 0.1 -1.2 -0.6 0.4177
H -9.216 1.465 0.634 0.8 0.4 -0.4 0.4090
H -8.594 2.173 -2.097 -0.6 0.4 0.7 0.2130
H -8.793 3.808 -1.324 0.0 -1.3 -0.1 0.2959
H -11.091 3.063 -0.319 0.4 -0.5 -1.0 0.3302
H -11.035 1.656 -1.543 0.2 0.9 0.5 0.3004
H -11.018 3.373 -2.113 0.3 -0.8 0.9 0.3603
H -6.387 1.573 -1.883 0.3 0.8 0.5 0.4813
H -5.638 3.594 -2.414 -0.1 0.4 0.3 0.3263
H -5.522 4.214 -0.869 -0.2 -0.1 -0.2 0.2231
C 1.219 0.820 -2.060 0.2 -0.6 -0.2 -0.2790
C 0.315 0.229 -0.996 -0.4 0.1 -0.4 -0.1351
O 0.873 0.668 0.246 0.6 0.5 0.0 -0.3086
S 1.544 2.127 0.040 0.0 -0.3 -0.6 1.0965
O 0.604 3.118 0.471 0.7 -0.4 -0.1 -0.5470
O 2.891 2.076 0.516 -0.9 0.2 0.1 -0.4974
O 1.567 2.123 -1.576 -0.4 0.1 1.0 -0.3229
H 2.138 0.238 -2.165 0.0 0.0 0.0 0.2458
H 0.724 0.892 -3.025 0.1 0.3 0.1 0.2540
H 0.279 -0.859 -1.038 0.2 0.1 0.2 0.3089
H -0.700 0.629 -1.072 0.0 0.0 -0.1 0.1735
C 2.779 -2.337 -5.733 0.1 -0.6 -0.5 -0.3127
C 1.659 -2.431 -6.752 0.4 0.5 -0.3 -0.4034
O 0.457 -2.502 -5.974 0.0 0.1 1.0 -0.3233
S 0.658 -1.650 -4.617 0.7 -0.5 -0.9 1.1300
O 0.084 -0.352 -4.807 0.1 -0.6 0.5 -0.5816
O 0.323 -2.484 -3.504 -0.2 0.7 -0.3 -0.5814
O 2.264 -1.504 -4.687 -1.0 0.3 0.0 -0.1467
H 3.006 -3.318 -5.306 0.0 0.0 0.0 0.2023
H 3.685 -1.907 -6.152 -0.3 0.1 0.3 0.4241
H 1.753 -3.304 -7.395 -0.2 -0.1 0.2 0.3372
H 1.610 -1.530 -7.369 0.0 -0.1 0.0 0.3123
C 3.466 2.280 4.401 0.3 0.4 -0.3 -0.3189
C 4.119 1.219 3.535 -0.6 -0.1 -0.3 -0.2689
O 5.052 0.563 4.397 0.0 0.3 0.9 -0.2847
S 4.470 0.563 5.906 -0.3 0.1 -0.5 1.1247
O 3.841 -0.698 6.147 0.5 0.7 0.2 -0.5505
O 5.467 1.105 6.774 -0.4 -0.6 -0.3 -0.5475
O 3.312 1.671 5.687 0.4 -0.7 0.0 -0.3341
H 4.113 3.153 4.512 0.0 0.0 0.0 0.3132
H 2.499 2.594 4.011 0.0 -0.1 0.2 0.2776
H 4.627 1.643 2.671 0.2 -0.1 0.2 0.2943
H 3.389 0.477 3.199 0.0 0.1 0.0 0.2734
C 7.599 -3.537 -3.362 0.2 0.0 0.6 -0.3584
C 6.172 -3.410 -2.860 -0.1 -0.6 -0.2 -0.2924
O 5.775 -2.081 -3.212 0.5 0.3 -0.4 -0.2512
S 6.515 -1.654 -4.587 0.5 -0.1 0.4 1.0749
O 5.608 -1.875 -5.674 0.9 0.3 0.5 -0.5563
O 7.172 -0.406 -4.378 -0.7 -0.6 -0.3 -0.5395
O 7.622 -2.831 -4.607 -0.8 0.3 -0.2 -0.3038
H 8.303 -3.051 -2.682 0.0 0.0 0.0 0.2997
H 7.894 -4.574 -3.508 0.0 0.1 -0.2 0.3103
H 6.093 -3.562 -1.785 0.0 0.3 0.0 0.3273
H 5.508 -4.110 -3.375 0.1 0.0 0.1 0.2405
C 7.219 -1.734 7.514 -0.3 0.1 0.5 0.3047
C 8.583 -1.265 7.987 -0.1 0.4 -0.4 -0.3661
O 9.361 -2.458 8.106 -0.4 -0.6 -0.2 -0.3136
S 8.876 -3.522 6.987 -0.1 0.2 0.1 1.0872
O 9.759 -3.433 5.865 -0.5 -0.3 0.5 -0.5347
O 8.580 -4.758 7.637 0.4 0.6 -0.4 -0.5401
O 7.486 -2.795 6.593 0.8 -0.1 0.0 -0.2738
H 6.632 -2.141 8.342 0.0 0.1 0.0 0.2783
H 6.656 -0.940 7.028 0.1 -0.2 -0.1 -0.2696
H 8.535 -0.741 8.940 0.1 -0.2 0.0 0.3207
H 9.060 -0.622 7.243 -0.1 0.0 0.0 0.3271
```
Positions in Å, forces in eV/Å.

Values from the calculation:
Total charge ... +1
LUMO level ... -4.79 eV
Strongest force on any atom ... 4.0 eV/Å
2S+1 ... 1